Density functional theory data (ωB97M-V with the def2-TZVPD basis set) for the molecule C6H10 in a non-equilibrium geometry.

energy relative to the best compared isomer or geometry (same formula, charge and spin)	530.62	kJ/mol
net charge	0
HOMO-LUMO gap (spin up / spin down)	8.27 / 6.98	eV
HOMO level (spin up / spin down)	-0.266 / -0.231	Eh
energy	-234.40041	Eh

Cartesian coordinates (Å):
C1 -1.11 -0.68 1.64
C2 -0.53 0.29 0.68
C3 0.95 0.66 0.52
C4 0.80 0.59 -1.03
C5 0.95 -0.69 -1.67
C6 -0.75 0.42 -0.74
H1 -0.83 -0.47 2.67
H2 -2.20 -0.71 1.57
H3 -0.74 -1.70 1.39
H4 -1.03 1.44 -0.22
H5 1.30 1.60 0.96
H6 1.60 -0.14 0.88
H7 1.08 1.46 -1.62
H8 1.01 -1.60 -1.08
H9 0.95 -0.76 -2.75
H10 -1.55 -0.01 -1.36



Density functional theory data (ωB97M-V with the def2-TZVPD basis set) for a structure of composition C29H41N4OS2SmTe in a non-equilibrium geometry.

energy relative to the best compared isomer or geometry (same formula, charge and spin)	68.81	kJ/mol
net charge	+2
expectation value of S²	8.772
HOMO-LUMO gap (spin up / spin down)	6.51 / 7.19	eV
spin multiplicity	6
HOMO level (spin up / spin down)	-0.443 / -0.443	Eh
energy	-3145.66581	Eh

Cartesian coordinates (Å):
Sm1 13.76 11.13 6.96
C1 17.69 9.85 7.95
S1 16.36 9.42 8.99
O1 15.08 9.93 8.23
C2 16.64 10.58 10.32
C3 17.85 11.30 10.44
C4 17.87 12.28 11.49
C5 16.77 12.38 12.33
C6 15.70 11.49 12.27
C7 15.65 10.64 11.21
H1 17.60 10.85 7.57
H2 17.65 9.07 7.05
H3 18.62 9.82 8.49
H4 18.71 11.02 9.86
H5 18.78 12.88 11.73
H6 16.70 13.16 13.07
H7 14.91 11.67 12.95
H8 14.83 9.95 11.21
N1 18.88 16.63 7.61
C8 19.06 15.35 7.19
S2 20.51 14.63 6.92
C9 17.84 14.59 6.96
C10 17.35 14.23 5.72
C11 16.23 13.44 5.54
N2 15.63 12.92 6.59
C12 16.05 13.27 7.82
C13 17.14 14.06 8.07
H9 19.63 17.24 7.87
H10 17.95 16.95 7.80
H11 17.85 14.62 4.81
H12 16.08 13.14 4.48
H13 15.49 12.80 8.66
H14 17.48 14.31 9.11
C14 13.06 10.00 4.86
H15 12.17 9.36 4.57
H16 13.90 9.43 4.59
H17 13.14 10.81 4.22
C15 10.10 8.91 9.67
C16 11.30 9.81 9.26
N3 11.72 9.55 7.89
C17 10.59 9.66 7.01
C18 9.49 8.58 7.27
N4 9.88 7.94 8.55
C19 11.19 7.17 8.41
C20 12.19 8.16 7.80
H18 9.28 9.62 9.68
H19 10.19 8.40 10.61
H20 12.16 9.69 9.91
H21 11.10 10.89 9.40
H22 10.98 9.46 6.05
H23 10.15 10.67 7.03
H24 9.62 7.76 6.53
H25 8.44 8.98 7.37
H26 9.11 7.31 8.75
H27 11.00 6.29 7.77
H28 11.48 6.74 9.40
H29 12.47 7.98 6.75
H30 13.11 8.17 8.34
C21 15.73 17.75 6.49
C22 14.79 16.77 7.08
C23 14.76 16.52 8.49
C24 14.04 15.41 8.97
C25 14.24 15.11 10.50
C26 13.35 14.61 8.07
Te1 12.24 13.01 8.91
C27 13.14 14.97 6.78
C28 12.13 14.31 5.85
C29 13.95 16.03 6.27
H31 16.41 18.21 7.23
H32 15.17 18.63 6.08
H33 16.38 17.36 5.62
H34 15.36 17.24 9.11
H35 14.76 16.02 10.90
H36 14.82 14.24 10.66
H37 13.30 14.99 11.00
H38 11.11 14.27 6.30
H39 12.35 13.32 5.43
H40 12.05 14.86 4.87
H41 14.01 16.27 5.18



Density functional theory data (ωB97M-V with the def2-TZVPD basis set) for a cluster of 2 separate species, C3H9NO3 in total in a non-equilibrium geometry.

energy relative to the best compared isomer or geometry (same formula, charge and spin)	274.97	kJ/mol
SMILES	N[C@H](C=O)CO.O
net charge	0
HOMO-LUMO gap	10.15	eV
HOMO level	-0.352	Eh
energy	-400.11676	Eh

Cartesian coordinates (Å):
N1 -0.59 0.33 -1.35
C1 0.74 0.34 -0.72
C2 1.10 -1.11 -0.37
O1 0.32 -1.73 0.28
C3 0.73 0.97 0.60
O2 0.63 2.42 0.45
H1 -0.83 1.03 -1.92
H2 -1.41 0.22 -0.77
H3 1.37 0.98 -1.30
H4 2.10 -1.31 -0.68
H5 -0.02 0.59 1.30
H6 1.74 0.77 0.94
H7 0.22 2.59 -0.38
O3 -2.28 -1.33 1.01
H8 -1.54 -1.84 1.23
H9 -2.27 -1.36 0.02



Density functional theory data (ωB97M-V with the def2-TZVPD basis set) for the molecule C6H12N2O2 in a non-equilibrium geometry.

energy relative to the best compared isomer or geometry (same formula, charge and spin)	297.51	kJ/mol
SMILES	[H]/N=C(\O)[C@@H](CN)OC1CC1
net charge	0
HOMO-LUMO gap	10.48	eV
HOMO level	-0.356	Eh
energy	-495.72421	Eh

Cartesian coordinates (Å):
H1 1.78 1.42 1.31
N1 1.08 0.67 1.82
C1 0.68 0.06 0.80
O1 1.38 0.73 -0.37
C2 -0.37 -0.99 0.56
C3 0.17 -2.37 0.95
N2 -0.79 -3.39 0.58
O2 -1.52 -0.76 1.32
C4 -2.47 0.06 0.71
C5 -3.30 -0.51 -0.40
C6 -3.89 -0.28 0.96
H2 0.87 0.51 -1.17
H3 -0.62 -1.00 -0.52
H4 0.41 -2.35 2.02
H5 1.11 -2.55 0.40
H6 -0.42 -4.32 0.76
H7 -1.63 -3.30 1.14
H8 -2.18 1.12 0.65
H9 -3.58 0.14 -1.23
H10 -3.09 -1.55 -0.68
H11 -4.08 -1.16 1.58
H12 -4.60 0.54 1.10